Entry 1:
This record from OMol25 describes an isolated ion of composition C28H47I2N4O and charge +1 in a non-equilibrium geometry. The level of theory is ωB97M-V/def2-TZVPD.

```
82
C28H47I2N4O (ωB97M-V/def2-TZVPD)
C 4.170 2.206 -0.610
C 3.611 3.454 0.093
C 2.217 3.834 -0.404
C 1.387 4.613 0.609
C 0.072 5.103 -0.013
C -1.138 4.202 0.254
N -1.150 2.944 -0.490
C -1.565 2.700 -1.737
C -2.241 3.531 -2.796
I -2.062 5.666 -2.739
C -3.774 3.216 -2.860
C -4.391 2.890 -1.507
I -4.098 1.589 -4.252
N -1.369 1.441 -2.061
C -0.870 0.822 -0.986
N -0.588 -0.471 -0.930
C -0.052 -1.113 0.288
C -0.050 -2.623 0.319
C 0.789 -3.091 1.543
C 1.481 -4.430 1.278
C 2.606 -4.637 2.286
O 3.343 -5.820 2.101
C 2.627 -7.025 2.360
C 2.379 -7.791 1.075
C -0.828 -1.218 -2.178
C -2.291 -1.524 -2.445
C -2.437 -2.289 -3.767
C -2.995 -2.309 -1.337
N -0.725 1.729 0.014
C -0.264 1.636 1.369
C 1.080 1.433 1.684
C 1.472 1.322 3.020
C 0.531 1.406 4.051
C -0.816 1.608 3.730
C -1.211 1.716 2.395
H 5.224 2.303 -0.840
H 3.627 1.963 -1.520
H 4.081 1.345 0.051
H 3.548 3.262 1.162
H 4.291 4.283 -0.071
H 2.301 4.406 -1.324
H 1.687 2.924 -0.691
H 1.968 5.497 0.868
H 1.231 4.062 1.531
H 0.234 5.142 -1.082
H -0.206 6.086 0.346
H -2.059 4.712 0.003
H -1.183 4.010 1.320
H -1.799 3.226 -3.730
H -4.247 4.058 -3.340
H -5.433 3.192 -1.516
H -3.890 3.398 -0.688
H -4.396 1.819 -1.343
H -0.666 -0.779 1.123
H 0.944 -0.726 0.478
H 0.399 -3.067 -0.560
H -1.045 -3.015 0.466
H 1.565 -2.360 1.760
H 0.111 -3.195 2.383
H 1.935 -4.391 0.290
H 0.773 -5.252 1.314
H 3.319 -3.829 2.148
H 2.218 -4.585 3.307
H 1.678 -6.770 2.835
H 3.180 -7.632 3.070
H 1.474 -7.446 0.582
H 2.253 -8.852 1.267
H 3.195 -7.634 0.381
H -0.220 -2.113 -2.193
H -0.486 -0.607 -3.009
H -2.840 -0.598 -2.572
H -3.418 -2.059 -4.174
H -2.397 -3.360 -3.597
H -1.714 -1.970 -4.513
H -2.518 -3.280 -1.220
H -4.038 -2.437 -1.597
H -2.900 -1.802 -0.379
H 1.815 1.353 0.900
H 2.513 1.172 3.257
H 0.851 1.315 5.074
H -1.549 1.665 4.517
H -2.258 1.847 2.166
```

## Properties
- Total charge: +1
- Relative energy (zero: lowest compared OMol25 entry of this formula, charge and spin): 22.20 kJ/mol
- SMILES: CCCCCCn1c([C@H](I)[C@H](C)I)nc(N(CCCCCOCC)CC(C)C)[n+]1-c1ccccc1

Entry 2:
This record from OMol25 describes C28H48AlBr5Cl6F7N5O7P as an isolated structure in a non-equilibrium geometry. The level of theory is ωB97M-V/def2-TZVPD.

```
108
C28H48AlBr5Cl6F7N5O7P (ωB97M-V/def2-TZVPD)
O -0.911 7.026 2.050
N -1.861 6.450 2.511
O -1.363 5.312 3.102
C -1.538 4.201 2.175
C -0.247 3.599 1.414
C -0.964 2.371 0.673
O -0.532 1.889 -0.399
N -2.179 1.991 1.462
C -2.479 2.963 2.565
C -2.536 2.445 4.087
C -1.086 2.503 4.832
C -0.238 1.284 4.236
C 1.297 1.227 4.702
C 2.348 1.803 3.643
C 2.449 0.988 2.260
C 1.783 -0.468 2.270
C 2.304 -1.438 1.088
C 1.468 -2.830 1.235
C 0.519 -3.134 -0.025
C 1.028 -4.498 -0.756
C 0.392 -4.501 -2.227
N 1.068 -3.447 -3.040
C 0.238 -2.905 -4.071
C 1.074 -1.825 -4.827
C 2.494 -1.847 -4.113
C 2.398 -2.888 -2.982
H -2.110 4.707 1.300
H 0.242 4.371 0.736
H 0.419 3.289 2.291
H -2.904 2.279 0.766
H -3.542 3.374 2.394
H -2.779 1.316 4.027
H -3.373 2.911 4.707
H -1.329 2.332 5.951
H -0.586 3.527 4.752
H -0.737 0.302 4.563
H -0.253 1.338 3.093
H 1.400 1.871 5.655
H 1.575 0.153 5.030
H 3.390 1.748 4.144
H 2.201 2.916 3.387
H 2.050 1.626 1.382
H 3.574 0.848 2.032
H 0.654 -0.315 2.052
H 1.847 -1.027 3.261
H 2.043 -1.009 0.059
H 3.459 -1.596 1.187
H 0.766 -2.713 2.147
H 2.164 -3.709 1.513
H -0.586 -3.297 0.279
H 0.492 -2.268 -0.785
H 0.687 -5.397 -0.117
H 2.181 -4.479 -0.757
H -0.709 -4.194 -2.116
H 0.416 -5.547 -2.711
H -0.852 -3.182 -4.328
H 0.723 -1.143 -5.714
H 3.431 -1.250 -4.329
H 3.189 -3.178 -2.222
C 4.418 0.225 -7.506
Cl 3.372 -0.500 -6.275
Cl 3.673 0.147 -9.108
H 4.594 1.269 -7.249
H 5.363 -0.315 -7.529
Al 1.133 -1.861 -7.191
C -5.644 1.788 7.096
Br -6.000 3.248 5.867
Br -5.277 0.131 6.159
Br -4.239 2.236 8.358
H -6.552 1.631 7.676
Br -0.784 1.170 9.035
C -0.154 1.829 10.757
C -1.168 1.570 11.845
Br -2.649 2.835 11.748
H 0.079 2.887 10.628
H 0.768 1.280 10.953
H -0.724 1.727 12.829
H -1.600 0.570 11.802
C -0.371 2.896 -4.593
C -0.429 2.131 -5.886
O -0.173 0.934 -5.946
N -0.781 2.807 -7.012
C -1.117 4.208 -7.144
H -0.077 2.225 -3.786
H 0.371 3.696 -4.664
H -1.353 3.310 -4.358
H -0.799 2.227 -7.840
H -2.130 4.280 -7.546
H -0.419 4.662 -7.851
H -1.066 4.737 -6.195
C 5.282 -5.529 -4.571
Cl 4.297 -6.394 -3.383
Cl 4.477 -4.036 -5.074
Cl 6.888 -5.180 -3.913
H 5.401 -6.165 -5.446
F -6.018 -2.797 -4.343
P -4.423 -2.850 -4.146
F -3.127 -3.730 -4.530
F -4.456 -1.241 -4.107
F -3.652 -2.456 -2.787
F -4.306 -2.729 -5.744
F -4.968 -4.144 -3.363
F -2.525 1.068 6.929
Cl 5.141 -1.967 1.817
N -0.087 -5.678 -7.478
O 1.140 -5.558 -7.651
O -0.730 -4.755 -6.951
O -0.664 -6.713 -7.830
```

## Properties
- Total charge: -1

Entry 3:
This record from OMol25 describes C28H48AsN6O2SSi4Sn as an isolated structure in a non-equilibrium geometry. The level of theory is ωB97M-V/def2-TZVPD.

```
91
C28H48AsN6O2SSi4Sn (ωB97M-V/def2-TZVPD)
Sn 0.421 2.602 0.409
O -1.564 2.218 4.335
C -1.507 2.338 3.104
O -0.374 2.362 2.451
C -2.731 2.318 2.289
C -3.988 2.742 2.835
C -5.096 2.543 2.087
C -5.009 1.915 0.837
C -3.717 1.569 0.379
N -2.632 1.792 1.077
H -3.979 3.239 3.789
H -6.064 2.916 2.320
H -5.894 1.801 0.255
H -3.615 0.843 -0.486
C 1.719 0.219 3.018
Si 2.601 1.909 2.953
C 2.166 3.027 4.387
C 4.393 1.584 3.281
N 2.275 2.683 1.412
C 3.324 3.190 0.598
C 4.520 3.848 1.026
C 5.498 4.086 0.125
C 5.448 3.717 -1.220
C 4.275 3.156 -1.656
C 3.149 2.927 -0.830
N 2.008 2.353 -1.313
Si 1.668 2.220 -3.099
C 2.008 3.824 -4.019
C 2.772 0.833 -3.767
C -0.142 1.768 -3.174
H 2.305 -0.628 3.418
H 1.324 -0.183 2.069
H 0.853 0.381 3.730
H 1.272 3.597 4.019
H 2.996 3.665 4.727
H 1.902 2.507 5.299
H 4.513 0.984 4.231
H 4.973 2.494 3.357
H 4.804 0.952 2.489
H 4.550 4.072 2.111
H 6.431 4.619 0.443
H 6.258 3.997 -1.888
H 4.242 2.799 -2.741
H 3.040 3.922 -4.320
H 1.846 4.666 -3.289
H 1.416 4.079 -4.938
H 3.865 1.051 -3.714
H 2.459 0.787 -4.832
H 2.530 -0.193 -3.416
H -0.812 2.667 -3.351
H -0.410 1.335 -2.191
H -0.312 0.991 -3.941
N -2.429 -3.372 5.129
C -2.358 -2.549 4.019
C -2.134 -1.262 4.440
C -2.009 -1.382 5.863
N -2.167 -2.664 6.230
H -2.554 -4.392 5.204
H -2.497 -2.948 3.022
H -1.990 -0.376 3.835
H -2.114 -0.579 6.599
S -0.049 4.954 -0.092
C -1.509 4.749 -0.844
N -2.601 4.668 -1.286
C -4.292 -4.206 -2.345
Si -2.926 -3.584 -3.476
C -3.668 -2.418 -4.720
C -2.050 -4.951 -4.322
As -1.267 -2.523 -2.016
Si 0.149 -4.217 -1.212
C 0.857 -3.717 0.485
C 1.547 -4.836 -2.315
C -0.810 -5.810 -0.750
H -5.283 -4.229 -2.812
H -4.478 -3.637 -1.433
H -3.975 -5.233 -2.041
H -3.437 -2.775 -5.746
H -3.232 -1.417 -4.669
H -4.768 -2.297 -4.564
H -1.494 -5.642 -3.610
H -1.309 -4.592 -5.057
H -2.744 -5.629 -4.957
H 0.117 -3.936 1.226
H 1.206 -2.673 0.442
H 1.779 -4.346 0.620
H 2.143 -3.974 -2.710
H 1.037 -5.276 -3.187
H 2.254 -5.534 -1.817
H -0.946 -6.470 -1.591
H -1.782 -5.666 -0.193
H -0.199 -6.363 -0.022
```

## Properties
- Total charge: -1
- Relative energy (zero: lowest compared OMol25 entry of this formula, charge and spin): 337.81 kJ/mol

Entry 4:
This record from OMol25 describes C28H48BHgO32 as an isolated structure in a non-equilibrium geometry. The level of theory is ωB97M-V/def2-TZVPD.

```
110
C28H48BHgO32 (ωB97M-V/def2-TZVPD)
Hg 22.066 13.514 29.547
O 26.838 12.018 28.443
C 26.104 12.096 27.495
O 26.481 11.915 26.247
B 25.350 12.115 25.346
O 24.204 12.458 26.221
C 24.600 12.486 27.447
O 23.865 12.676 28.401
O 25.078 10.938 24.518
C 24.894 11.312 23.270
O 24.701 10.603 22.321
C 25.172 12.812 23.191
O 25.425 13.238 24.395
O 25.133 13.491 22.200
C 25.738 16.077 26.714
O 24.687 15.575 27.547
C 24.634 15.739 28.822
O 23.704 15.246 29.463
O 25.664 16.380 29.338
C 25.564 16.668 30.735
H 25.699 17.157 26.843
H 25.543 15.851 25.665
H 26.720 15.613 26.822
H 24.592 17.132 30.923
H 26.304 17.414 31.009
H 25.598 15.780 31.363
C 19.085 16.409 26.468
O 19.906 15.391 27.081
C 21.041 14.995 26.567
O 21.693 14.096 27.092
O 21.413 15.622 25.485
C 22.471 15.056 24.684
H 19.605 17.064 25.776
H 18.545 17.015 27.191
H 18.310 15.840 25.954
H 22.002 14.175 24.237
H 23.411 14.714 25.106
H 22.658 15.754 23.874
C 29.032 15.198 17.232
O 29.125 13.933 17.823
C 28.137 13.566 18.635
O 27.434 14.336 19.240
O 28.149 12.251 18.788
C 27.545 11.661 19.932
H 29.082 16.057 17.904
H 28.086 15.320 16.695
H 29.828 15.320 16.499
H 26.587 12.108 20.190
H 28.197 11.547 20.799
H 27.410 10.630 19.603
C 32.159 15.747 31.756
O 30.789 15.380 31.914
C 30.066 15.113 30.832
O 30.430 15.247 29.689
O 28.901 14.627 31.194
C 28.096 14.029 30.186
H 32.793 14.870 31.650
H 32.438 16.442 32.540
H 32.222 16.311 30.821
H 28.686 13.401 29.525
H 27.758 14.852 29.550
H 27.195 13.543 30.544
C 20.409 9.820 31.227
O 21.625 9.292 30.743
C 22.264 10.020 29.835
O 21.910 11.086 29.362
O 23.420 9.510 29.498
C 23.861 8.261 30.071
H 19.729 9.087 31.661
H 19.782 10.325 30.491
H 20.606 10.512 32.051
H 24.926 8.206 29.848
H 23.354 7.415 29.616
H 23.831 8.270 31.158
C 23.357 8.766 25.936
O 22.697 7.748 26.647
C 21.410 7.886 26.981
O 20.689 8.653 26.402
O 21.188 7.114 28.041
C 19.931 7.118 28.664
H 22.894 9.025 24.986
H 24.350 8.342 25.770
H 23.621 9.694 26.451
H 19.938 6.268 29.346
H 19.046 6.944 28.048
H 19.726 8.030 29.228
C 30.545 5.734 21.935
O 29.204 6.027 21.529
C 28.715 7.213 21.918
O 29.300 8.047 22.548
O 27.433 7.246 21.580
C 26.733 8.454 21.908
H 30.703 5.868 23.003
H 31.182 6.375 21.327
H 30.766 4.700 21.686
H 25.738 8.508 21.488
H 27.369 9.314 21.702
H 26.688 8.424 23.001
C 24.768 13.104 15.577
O 23.960 12.306 16.442
C 23.840 12.699 17.703
O 24.296 13.728 18.144
O 23.351 11.712 18.417
C 23.160 11.866 19.811
H 25.729 12.592 15.472
H 24.938 14.096 15.982
H 24.335 13.028 14.582
H 22.517 12.700 20.093
H 24.146 12.041 20.239
H 22.775 10.965 20.279
```

## Properties
- Total charge: +1

Entry 5:
This record from OMol25 describes C28H48BrN3NiP2S as an isolated structure in a non-equilibrium geometry. The level of theory is ωB97M-V/def2-TZVPD.

```
84
C28H48BrN3NiP2S (ωB97M-V/def2-TZVPD)
N 5.691 3.524 1.607
C 5.909 2.209 1.499
C 5.492 1.476 0.392
C 4.820 2.136 -0.664
C 4.619 3.532 -0.526
C 5.111 4.184 0.612
C 4.245 1.385 -1.763
Ni -1.250 -0.305 -0.931
P -3.130 -1.895 -0.516
C 3.250 1.901 -2.547
C 2.088 1.100 -2.826
C 0.863 1.757 -3.115
C -0.315 1.056 -2.944
C -0.164 -0.209 -2.304
C 0.945 -1.012 -2.538
C 2.121 -0.308 -2.703
Br -2.337 -1.227 -3.254
H 4.587 0.357 -1.901
H 3.245 2.943 -2.832
H 5.641 0.395 0.330
H 4.075 4.085 -1.294
H 6.396 1.707 2.343
H 4.971 5.268 0.705
H 0.858 2.818 -3.402
H 3.090 -0.817 -2.676
H -1.290 1.343 -3.371
H 0.837 -2.106 -2.611
P -1.012 1.350 0.308
C -2.310 -3.526 -1.006
C -3.148 -4.635 -1.611
H -1.757 -3.847 -0.105
H -1.554 -3.215 -1.757
H -2.451 -5.455 -1.869
H -3.900 -5.061 -0.929
H -3.640 -4.301 -2.542
C -4.606 -0.868 -0.940
C -5.704 -1.613 -1.674
H -4.215 -0.043 -1.552
H -4.972 -0.478 0.021
H -6.049 -0.976 -2.492
H -5.393 -2.564 -2.115
H -6.577 -1.819 -1.044
C -3.567 -2.243 1.236
C -4.643 -3.305 1.354
H -3.876 -1.298 1.682
H -2.611 -2.532 1.693
H -5.240 -3.112 2.251
H -5.335 -3.364 0.509
H -4.186 -4.289 1.468
C -1.161 1.259 2.140
C -2.386 0.552 2.717
H -1.113 2.296 2.522
H -0.245 0.749 2.472
H -2.589 0.945 3.724
H -3.295 0.695 2.116
H -2.190 -0.521 2.819
C -2.381 2.534 -0.090
C -2.336 3.146 -1.478
H -2.330 3.310 0.685
H -3.305 1.958 0.069
H -3.279 3.667 -1.660
H -1.517 3.861 -1.590
H -2.218 2.390 -2.251
C 0.471 2.432 0.054
C 1.504 2.472 1.167
H 0.108 3.450 -0.159
H 0.934 2.071 -0.868
H 2.261 3.230 0.930
H 1.080 2.735 2.154
H 2.024 1.505 1.260
C 3.474 -3.049 1.887
N 2.533 -2.329 1.019
C 1.600 -1.497 1.569
S -0.043 -1.695 1.143
N 1.970 -0.609 2.514
C 3.335 -0.272 2.879
H 3.186 -2.965 2.941
H 4.491 -2.657 1.745
H 3.451 -4.105 1.623
H 2.096 -2.936 0.315
H 1.194 -0.211 3.044
H 3.348 0.748 3.269
H 3.702 -0.930 3.660
H 4.000 -0.329 2.003
```

## Properties
- Total charge: +2
- Multiplicity: 3
- Relative energy (zero: lowest compared OMol25 entry of this formula, charge and spin): 28.78 kJ/mol

Number 1: calculated total energy -1984.51999 a.u.. Number 2: calculated total energy -18809.60826 a.u.. Number 3: calculated total energy -5581.08166 a.u.. Number 4: calculated total energy -3681.54736 a.u.. Number 5: calculated total energy -6422.50613 a.u..